The following is a quantum chemistry calculation of a molecular structure, C40H92N4O8 at a distorted geometry, from the Open Molecules 2025 dataset.

Structure (XYZ):
```
144
Properties=species:S:1:pos:R:3:forces:R:3
C 11.437 1.887 7.726 4.011 -1.084 3.210
C 12.587 1.144 8.477 0.938 3.434 1.397
C 13.500 2.284 9.237 -1.450 -0.033 -1.553
C 12.795 2.885 10.459 1.886 -1.478 -0.752
C 12.629 1.654 11.341 -2.444 1.057 1.049
C 11.520 0.657 10.777 1.417 0.389 1.011
N 12.083 0.192 9.496 2.976 3.675 2.494
O 11.399 -0.848 8.969 5.846 5.015 8.154
C 11.542 -0.539 11.817 1.172 -0.166 -1.098
C 10.050 1.277 10.686 1.134 -1.787 -0.244
C 13.437 0.431 7.448 -1.429 -0.711 -0.264
H 10.783 1.248 7.133 3.457 -2.203 2.028
H 11.683 2.704 7.048 1.001 -0.187 0.205
H 10.695 2.321 8.395 0.399 -0.022 0.537
H 14.535 2.021 9.455 -0.123 -0.554 0.127
H 13.541 3.084 8.499 0.313 -0.064 -0.363
H 11.938 3.447 10.087 -0.341 -0.280 0.644
H 13.523 3.560 10.910 -0.273 0.311 0.181
H 12.329 1.980 12.337 -0.842 0.073 0.199
H 13.586 1.233 11.650 0.153 -0.596 -1.067
H 11.578 -0.227 12.860 -1.116 0.252 -0.067
H 10.921 -1.398 11.563 -0.852 0.458 0.364
H 12.510 -1.039 11.793 0.558 0.249 -0.581
H 9.504 0.710 11.441 -0.347 0.890 0.496
H 9.933 2.360 10.664 0.181 -0.131 0.478
H 9.583 0.883 9.784 0.813 0.374 0.334
H 12.662 -0.148 6.947 0.196 -0.947 -0.264
H 14.191 -0.225 7.883 0.200 0.189 -0.162
H 13.755 1.025 6.592 0.537 0.480 0.584
H 12.146 -1.425 8.791 0.277 -0.855 0.334
C 3.656 1.188 10.738 -0.013 -0.231 -0.398
C 3.861 0.645 9.301 -1.381 -1.750 0.782
C 4.279 -0.896 9.415 -2.008 1.100 -0.835
C 3.077 -1.963 9.509 0.079 1.396 0.303
C 1.656 -1.389 9.318 0.738 1.787 0.482
C 1.597 -0.316 8.196 0.934 0.310 0.468
N 2.672 0.719 8.442 -0.386 0.301 0.442
O 2.594 1.977 7.725 -0.408 -1.649 0.418
C 1.926 -1.053 6.906 -0.784 0.615 -0.553
C 0.187 0.364 8.153 0.827 -0.445 -1.054
C 5.008 1.448 8.717 0.123 0.060 0.369
H 3.302 2.219 10.709 0.460 0.200 -0.016
H 4.656 1.051 11.149 -0.063 0.616 0.630
H 2.950 0.681 11.395 -0.051 -0.520 -0.329
H 4.764 -1.140 8.470 -0.166 0.405 0.493
H 5.035 -0.929 10.201 -0.616 -0.482 0.066
H 3.079 -2.465 10.476 0.285 -0.256 -0.189
H 3.134 -2.679 8.689 0.700 -0.300 0.250
H 1.331 -0.846 10.205 -0.060 -0.280 0.370
H 0.965 -2.211 9.132 -0.140 0.177 -0.154
H 1.158 -1.820 6.808 0.026 -0.103 -0.621
H 1.893 -0.313 6.106 -0.351 -0.282 -0.373
H 2.914 -1.506 6.826 -0.045 0.018 0.522
H 0.122 1.022 7.286 0.392 0.526 0.215
H -0.589 -0.347 7.869 -0.015 -0.470 0.641
H -0.056 0.911 9.065 0.078 -0.168 -0.055
H 5.964 1.141 9.140 -0.518 0.462 0.367
H 4.913 2.505 8.968 -0.285 0.101 -0.507
H 5.129 1.233 7.656 -0.376 0.222 1.041
H 3.141 1.717 6.980 -0.013 0.670 -0.568
C 7.901 -5.146 6.291 0.179 -0.698 0.081
C 9.142 -4.196 6.342 -0.650 -1.295 -1.054
C 8.530 -2.801 6.219 1.913 0.474 0.649
C 9.643 -1.733 6.491 0.668 -2.224 1.678
C 10.281 -2.062 7.883 -3.463 -3.342 -3.998
C 10.917 -3.428 8.043 -0.387 -0.669 -0.353
N 9.949 -4.463 7.517 0.063 2.439 2.343
O 10.505 -5.723 7.652 -0.442 -0.667 -0.624
C 12.345 -3.422 7.361 -0.486 -0.579 0.001
C 11.270 -3.833 9.531 -0.900 0.652 -0.341
C 9.975 -4.421 5.099 0.145 -0.666 -2.122
H 7.079 -4.779 6.906 0.307 0.058 -0.128
H 8.054 -6.175 6.617 0.635 0.062 0.317
H 7.549 -5.308 5.272 -0.070 0.545 -0.230
H 8.088 -2.681 5.231 0.438 -0.919 -0.009
H 7.646 -2.652 6.839 2.758 -0.984 0.008
H 9.246 -0.719 6.545 0.961 -0.714 -0.424
H 10.419 -1.746 5.727 -0.059 -0.023 -0.305
H 9.618 -1.641 8.639 0.222 -2.417 -0.080
H 10.976 -1.259 8.128 -3.071 -2.064 -7.026
H 12.497 -3.209 6.303 -0.729 -0.006 -0.175
H 12.992 -2.677 7.825 0.177 -0.172 0.444
H 12.739 -4.420 7.557 0.474 0.111 -0.078
H 11.981 -4.655 9.605 0.029 0.176 -0.205
H 11.633 -2.952 10.060 0.424 -0.118 -0.034
H 10.393 -4.122 10.110 -0.293 -0.103 -0.326
H 10.097 -5.461 4.798 0.499 -0.542 0.788
H 10.940 -3.919 5.019 -0.056 -0.019 0.463
H 9.461 -4.156 4.175 -0.450 0.742 0.065
H 10.964 -5.883 6.824 0.478 -0.348 -0.385
C 8.510 -0.184 2.436 -0.277 -0.735 0.739
C 7.439 -0.352 3.526 -1.317 0.986 0.432
C 8.036 -0.205 4.938 -1.188 1.117 -1.026
C 7.091 0.324 5.978 -1.753 -0.726 -0.290
C 6.158 1.463 5.616 1.567 -0.555 -1.578
C 5.483 1.187 4.281 -2.262 -1.374 -0.726
N 6.389 0.690 3.265 2.542 -0.106 1.583
O 5.769 0.367 2.056 -0.468 0.644 -0.195
C 4.243 0.220 4.538 0.328 1.301 0.823
C 4.964 2.533 3.812 0.311 0.805 0.765
C 6.825 -1.741 3.511 0.275 -0.415 -0.774
H 8.110 -0.555 1.492 0.221 0.203 -0.112
H 9.334 -0.820 2.759 0.255 -0.109 -0.301
H 8.886 0.837 2.363 -0.239 0.036 -0.032
H 8.278 -1.169 5.385 0.039 1.385 -1.929
H 8.886 0.476 4.915 0.259 -0.368 -0.364
H 7.643 0.563 6.887 -0.866 -1.397 -2.600
H 6.426 -0.433 6.396 0.229 -0.020 -1.365
H 6.830 2.308 5.472 -1.146 0.198 -0.163
H 5.398 1.622 6.381 0.553 0.475 -0.926
H 4.527 -0.770 4.895 -0.042 -0.231 -0.784
H 3.705 0.602 5.405 0.111 0.339 0.336
H 3.450 0.312 3.795 0.488 -0.733 -0.535
H 4.387 2.875 4.671 -0.462 0.476 -0.280
H 5.841 3.179 3.772 0.029 0.219 -0.114
H 4.425 2.696 2.878 -0.203 -0.723 0.083
H 6.020 -1.896 2.793 -0.008 0.287 -0.005
H 6.490 -2.025 4.509 -0.110 -0.015 -0.352
H 7.655 -2.366 3.182 -0.155 -0.673 0.271
H 6.016 1.184 1.616 -0.407 -0.190 -0.954
C 5.895 -2.484 7.015 -1.681 -0.632 -1.080
O 5.884 -3.358 8.139 -1.739 -6.321 -10.190
H 4.947 -1.947 7.019 0.219 0.293 -0.271
H 6.792 -1.886 7.177 -2.293 0.498 0.000
H 5.959 -3.025 6.071 0.019 -0.136 0.125
H 5.450 -4.186 7.921 -0.350 -0.196 0.200
C 7.494 -2.974 10.074 -0.036 0.078 0.256
O 6.237 -2.494 9.819 1.014 4.194 8.423
H 8.127 -2.575 9.281 0.692 -1.243 0.215
H 7.820 -2.577 11.035 0.363 -0.013 0.146
H 7.457 -4.060 10.160 0.640 -0.321 -0.276
H 5.998 -2.642 8.901 -0.078 1.697 3.119
C 8.523 2.396 6.956 0.063 1.310 0.076
O 9.834 1.883 6.594 -8.490 3.176 -4.610
H 8.477 3.249 7.634 1.234 -0.259 0.796
H 8.005 2.900 6.141 0.594 -0.579 -0.167
H 7.994 1.516 7.319 0.326 3.008 0.537
H 9.799 1.705 5.652 -0.037 0.100 -0.592
C 8.196 -0.222 8.562 -0.564 -0.404 1.464
O 6.838 -0.327 8.178 0.436 -0.391 2.199
H 8.250 -0.973 9.350 0.550 1.243 0.725
H 8.919 -0.612 7.846 -1.356 1.432 0.453
H 8.395 0.810 8.852 -0.062 -0.487 0.164
H 6.418 -0.481 9.028 -0.294 -0.616 0.103
```
Positions in Å, forces in eV/Å.

Orbital gap: 7.56 eV
Multiplicity: 1
Maximum force: 12.1 eV/A
E_tot: -2399.0826 Eh
HOMO: -7.18 eV
LUMO energy: 0.0137 Eh